Entry 1:
Below is a cluster of 11 separate species, C36H72Cl8O7 in total in a non-equilibrium geometry, with properties calculated with ωB97M-V/def2-TZVPD.

Computed properties:
SMILES: C1CCOC1.C1CCOC1.C1CCOC1.C1CCOC1.C1CCOC1.C1CCOC1.C1CCOC1.ClCCCl.ClCCCl.ClCCCl.ClCCCl
spin multiplicity: 1
LUMO level: 0.5 eV
HOMO energy: -9.279 eV
energy above the lowest of the compared OMol25 structures with the same formula, charge and spin: 1.4 kcal/mol

Element x y z (Å)
Cl: 6.68 -3.61 2.38
Cl: 5.24 0.57 -0.54
Cl: -1.36 1.85 -3.06
Cl: 0.14 5.19 -1.43
Cl: -1.27 6.54 1.33
Cl: -1.09 2.24 -6.38
Cl: 3.22 1.43 3.15
Cl: 3.86 -2.20 3.46
O: -0.52 -4.30 -1.69
O: -3.62 -1.06 1.71
O: 3.95 -4.20 -0.81
O: 4.13 -0.38 -4.82
O: -0.50 4.12 4.03
O: -4.12 2.87 0.06
O: 0.64 -1.17 0.20
C: 3.30 0.81 -4.44
C: 3.20 -3.80 -3.01
C: 0.17 3.14 4.85
C: 4.05 -2.96 1.86
C: -4.76 -0.28 1.92
C: -1.03 4.42 -0.27
C: -1.60 -5.13 0.33
C: -0.75 4.81 1.13
C: 1.89 -1.05 -5.18
C: 0.31 -1.46 1.58
C: -1.27 3.40 -3.94
C: -0.49 5.45 4.65
C: -4.58 -2.15 3.48
C: -0.20 0.91 1.14
C: -6.30 3.37 -0.25
C: -5.00 3.95 0.23
C: 2.77 -4.12 -1.59
C: 5.00 -3.64 -1.54
C: -0.27 -0.21 2.20
C: 4.48 0.97 2.02
C: -0.56 -5.79 -1.70
C: -5.93 2.51 -1.43
C: -5.43 -0.94 3.13
C: 3.95 0.92 0.68
C: 5.01 -4.13 1.97
C: -4.39 2.32 -1.22
C: -0.11 0.00 -0.13
C: -3.96 -2.38 2.11
C: -0.34 3.35 -5.11
C: 0.68 5.38 5.59
C: 4.38 -2.89 -2.74
C: 1.93 0.49 -5.05
C: -1.31 -3.97 -0.63
C: 3.35 -1.32 -5.51
C: -0.61 -6.24 -0.27
C: 0.96 3.89 5.84
H: 3.34 -1.19 -6.60
H: -0.42 6.20 3.87
H: -0.57 -2.19 1.63
H: -5.02 4.20 1.32
H: -2.07 4.67 -0.52
H: -4.54 -2.89 1.37
H: 1.16 -1.85 2.16
H: -7.04 4.16 -0.45
H: 3.16 0.16 0.52
H: 0.65 1.55 1.35
H: 3.61 1.88 0.40
H: -5.59 -0.25 3.95
H: 4.75 -0.03 2.39
H: -3.80 -2.05 4.17
H: 3.96 -1.89 -2.41
H: -3.81 2.78 -2.07
H: 2.35 -3.36 -3.60
H: -1.02 4.08 -3.18
H: -1.39 5.66 5.16
H: -1.52 -6.01 -2.27
H: -0.91 -3.07 -0.08
H: -0.81 -7.26 -0.09
H: 5.01 -2.78 -3.59
H: -2.93 -2.83 2.10
H: -1.24 -4.93 1.28
H: 4.65 -4.75 2.75
H: 4.37 -2.29 1.07
H: 1.99 3.63 5.71
H: 2.15 -3.32 -1.11
H: -2.33 -3.68 -0.93
H: -6.42 -1.27 2.77
H: -1.13 1.51 1.06
H: 1.17 -1.50 -5.88
H: 5.63 -3.02 -0.91
H: -0.25 4.36 -5.56
H: 3.72 -2.32 -5.27
H: -2.29 3.54 -4.28
H: -0.49 2.42 5.42
H: 1.59 -1.51 -4.20
H: 5.58 -4.46 -1.87
H: -4.60 4.74 -0.45
H: -6.02 3.02 -2.40
H: -1.07 -0.30 -0.55
H: 0.33 4.79 1.45
H: 1.53 5.92 5.14
H: -3.99 1.33 -1.19
H: -6.46 1.58 -1.49
H: -2.64 -5.49 0.27
H: 0.42 5.90 6.49
H: 0.76 2.50 4.23
H: 1.13 0.83 -4.38
H: 5.38 1.58 2.13
H: -5.48 -0.31 1.09
H: 5.08 -4.73 1.03
H: 0.42 0.50 -1.03
H: 1.80 0.99 -5.97
H: 3.56 -4.74 -3.43
H: 3.36 0.88 -3.38
H: -1.33 4.25 1.82
H: -6.77 2.71 0.54
H: 2.16 -5.00 -1.45
H: -4.49 0.76 2.11
H: 3.08 -3.39 1.57
H: 0.66 3.61 6.85
H: 0.41 -6.14 0.13
H: 0.70 3.09 -4.96
H: 0.15 0.02 3.20
H: -1.36 -0.37 2.35
H: 0.35 -6.19 -2.20
H: -0.72 3.34 -0.41
H: 3.72 1.75 -4.87
H: -5.25 -3.01 3.80



Entry 2:
Below is a structure of composition C36H72Li3O13P in a non-equilibrium geometry, with properties calculated with ωB97M-V/def2-TZVPD.

Computed properties:
spin multiplicity: 1
LUMO level: 0.2 eV
HOMO energy: -7.735 eV
energy above the lowest of the compared OMol25 structures with the same formula, charge and spin: 33.7 kcal/mol

Element x y z (Å)
P: -1.75 -12.49 -7.56
O: -8.05 -9.06 -9.37
O: -4.46 -12.60 -5.20
O: 0.25 -12.36 -1.13
O: -3.04 -12.15 -8.34
O: 1.66 -10.56 -7.71
O: -0.51 -12.62 -8.52
O: -2.60 -11.12 -11.55
O: -2.00 -7.14 -8.32
O: -1.40 -11.47 -6.48
O: -3.37 -15.30 -2.62
O: 1.78 -13.52 -6.71
O: -1.60 -13.89 -11.29
O: -2.10 -13.85 -6.90
C: 1.97 -15.76 -6.05
C: -3.61 -10.21 -11.17
C: -3.47 -8.98 -12.05
C: -7.24 -10.21 -9.69
C: -5.26 -10.61 -4.18
C: 0.04 -7.03 -7.26
C: -1.59 -16.27 -11.25
C: -2.98 -15.01 -3.98
C: 1.02 -14.75 -6.68
C: -0.63 -7.31 -8.58
C: 1.71 -10.44 -9.12
C: -4.07 -11.23 -4.94
C: -1.51 -10.37 -12.11
C: -0.79 -12.80 -2.02
C: -2.54 -14.34 -12.29
C: 0.93 -11.85 -3.37
C: -2.82 -15.82 -12.02
C: 3.16 -13.71 -6.49
C: -0.91 -7.70 -6.30
C: 3.35 -15.22 -6.34
C: -2.02 -17.09 -3.25
C: -5.63 -12.94 -4.43
C: -1.94 -8.88 -12.09
C: 3.11 -10.96 -9.44
C: -1.28 -14.98 -10.45
C: -1.92 -16.05 -4.37
C: -6.37 -11.60 -4.40
C: -2.50 -16.25 -2.05
C: -2.32 -7.64 -7.01
C: -0.56 -12.06 -3.33
C: 1.25 -11.66 -1.87
C: -7.18 -8.05 -8.86
C: -5.90 -8.73 -8.36
C: 3.94 -10.48 -8.24
C: -6.19 -10.19 -8.61
C: 2.91 -10.12 -7.17
Li: 0.34 -11.97 -6.99
Li: -3.85 -13.20 -6.96
Li: -1.97 -12.41 -9.91
H: -1.49 -8.42 -11.21
H: -3.03 -16.87 -1.32
H: 1.38 -12.80 -3.67
H: -1.32 -10.70 -13.14
H: -0.47 -8.34 -8.93
H: -2.73 -8.65 -7.11
H: -3.85 -15.08 -4.62
H: 1.08 -7.37 -7.26
H: -4.98 -10.43 -3.14
H: -2.81 -17.79 -3.52
H: -6.18 -13.68 -4.99
H: -1.06 -17.60 -3.14
H: -0.99 -12.57 -4.20
H: 4.58 -11.30 -7.91
H: -0.33 -6.68 -9.42
H: -6.98 -11.41 -5.29
H: -1.82 -15.03 -9.50
H: -3.44 -13.73 -12.39
H: 3.64 -15.67 -7.29
H: 1.71 -15.98 -5.01
H: 0.91 -11.08 -9.52
H: 1.24 -11.02 -4.00
H: -3.87 -10.75 -5.90
H: 1.82 -16.71 -6.57
H: 3.10 -10.53 -6.18
H: -3.96 -8.06 -11.75
H: 4.56 -9.63 -8.53
H: -0.93 -15.59 -4.33
H: -0.93 -7.16 -5.35
H: -1.77 -17.09 -10.56
H: -3.03 -16.32 -12.97
H: -4.96 -8.39 -8.80
H: 2.22 -12.04 -1.55
H: -7.58 -7.49 -8.02
H: -0.23 -15.00 -10.15
H: 2.77 -9.05 -6.97
H: 3.15 -12.04 -9.58
H: -7.04 -7.32 -9.67
H: -3.83 -9.16 -13.06
H: -0.77 -16.53 -11.92
H: 0.15 -14.42 -6.11
H: 3.42 -13.18 -5.56
H: -2.96 -6.96 -6.47
H: -1.78 -12.60 -1.60
H: -5.39 -13.22 -3.41
H: -0.55 -8.71 -6.11
H: 4.15 -15.48 -5.65
H: 0.10 -5.97 -6.99
H: -5.27 -10.75 -8.80
H: -7.80 -11.14 -9.60
H: 1.22 -10.59 -1.61
H: -4.62 -10.62 -11.20
H: -6.90 -10.06 -10.72
H: -1.10 -11.10 -3.34
H: -0.64 -13.87 -2.19
H: -1.68 -15.81 -1.46
H: -2.53 -14.02 -4.04
H: -5.76 -8.49 -7.31
H: -1.53 -8.45 -13.00
H: 3.47 -10.57 -10.40
H: 1.45 -9.43 -9.45
H: -2.13 -16.44 -5.36
H: -5.53 -9.61 -4.53
H: -3.45 -9.98 -10.11
H: -6.60 -10.63 -7.70
H: -2.00 -14.23 -13.24
H: 0.73 -15.08 -7.68
H: -0.63 -10.57 -11.49
H: -3.22 -11.25 -4.28
H: -3.70 -15.95 -11.39
H: -7.14 -11.55 -3.62
H: 3.75 -13.33 -7.33



Entry 3:
Below is a structure of composition C36H72Mg2O45P2V in a non-equilibrium geometry, with properties calculated with ωB97M-V/def2-TZVPD.

Computed properties:
spin multiplicity: 2
LUMO level (alpha / beta): 0.4 / 0.4 eV
HOMO energy (alpha / beta): -7.263 / -7.263 eV

Element x y z (Å)
V: 0.00 -1.99 1.11
P: 0.36 0.14 0.12
P: 3.92 -0.64 -3.19
Mg: 4.53 1.51 -3.20
Mg: 1.64 -0.33 -1.96
O: 0.09 2.19 6.18
O: 3.14 3.80 -6.09
O: 1.68 4.96 0.66
O: 0.87 -2.42 3.29
O: 6.11 4.15 -0.12
O: 4.16 0.23 -4.43
O: -0.24 5.93 1.36
O: 1.95 2.79 4.78
O: 0.27 -3.80 -6.24
O: -4.10 4.25 4.80
O: 2.74 -1.51 -2.75
O: 0.71 -1.11 -0.59
O: -4.76 -3.33 1.38
O: 3.05 0.52 -2.72
O: 2.06 3.03 6.99
O: 1.37 3.36 -4.86
O: 3.94 -3.39 0.86
O: 1.64 -3.60 0.90
O: 1.16 -4.97 -4.53
O: 1.31 -0.28 1.26
O: -0.69 -3.73 -0.65
O: -0.55 -0.41 -5.47
O: -5.81 -0.31 -1.84
O: 3.01 -4.70 2.42
O: -5.48 0.02 0.42
O: -1.21 -5.33 -2.28
O: -2.38 -3.55 -2.10
O: -7.34 -0.88 -0.25
O: 4.85 2.43 0.61
O: 1.91 6.93 1.68
O: -5.49 -4.31 -0.34
O: 0.08 -6.11 -6.02
O: 2.79 -1.99 4.59
O: 1.57 -3.69 5.13
O: 3.43 3.09 -3.98
O: 0.85 1.09 -0.98
O: 5.01 -0.02 -2.31
O: 5.06 2.85 -1.67
O: -1.24 -2.79 1.74
O: -3.17 4.64 2.74
O: -6.62 -4.58 1.66
O: -1.82 0.50 -3.99
O: -4.68 5.94 3.38
O: 0.27 0.03 -3.35
O: -1.08 -0.33 0.52
C: 0.43 -4.86 -5.64
C: 4.31 -4.83 3.01
C: 1.03 3.75 0.19
C: 0.65 -4.78 5.00
C: 2.41 4.49 -7.07
C: 0.73 3.16 -3.64
C: 2.78 -3.91 1.31
C: 6.21 4.79 1.19
C: -5.70 -4.12 1.01
C: 1.00 5.94 1.27
C: -7.77 -1.17 1.08
C: 1.29 2.51 3.53
C: 5.33 3.14 -0.49
C: 1.42 3.28 8.23
C: 2.64 3.36 -4.91
C: 4.30 1.14 0.47
C: -2.42 3.42 2.79
C: -6.42 -5.08 -1.16
C: -0.85 -6.44 -7.05
C: -0.64 0.01 -4.19
C: -1.32 -4.09 -1.66
C: -2.97 -2.45 -1.53
C: 1.65 -2.67 4.25
C: 1.69 -3.81 -3.96
C: -3.99 4.86 3.73
C: -4.83 -2.82 2.76
C: -0.11 -6.20 -1.85
C: 0.78 -0.54 -6.00
C: -6.16 -0.43 -0.62
C: -2.12 1.17 -2.83
C: -5.79 6.51 4.14
C: 1.28 2.61 6.04
C: 3.24 -0.72 3.90
C: -4.25 0.69 0.20
C: 3.98 -2.71 -0.37
C: 1.60 7.97 2.58
H: -6.58 6.77 3.44
H: 3.07 -3.00 -0.88
H: -6.53 -6.02 -0.61
H: -4.31 1.74 -0.09
H: -8.85 -1.12 1.03
H: 1.52 0.16 -5.62
H: -3.50 0.24 -0.44
H: -3.14 2.61 2.69
H: 6.59 4.12 1.96
H: -1.50 1.11 -1.93
H: 3.47 0.98 -0.22
H: -2.00 3.18 3.77
H: 2.42 8.67 2.75
H: 2.61 0.13 4.18
H: 5.13 -5.08 2.34
H: -4.02 -2.09 2.75
H: 1.14 2.37 -3.01
H: 3.94 -1.62 -0.28
H: -0.34 -4.34 4.99
H: -1.98 2.24 -2.98
H: -0.35 -7.22 -7.63
H: -0.10 -6.55 -0.82
H: 0.75 8.49 2.14
H: 2.68 -3.93 -3.52
H: 1.31 7.41 3.47
H: 0.91 -3.44 -3.30
H: -0.36 3.13 -3.74
H: 2.53 3.91 -7.99
H: 0.89 4.22 8.05
H: -6.08 5.81 4.92
H: 0.76 1.55 3.48
H: 1.36 -1.46 -5.95
H: -0.13 -7.09 -2.49
H: 0.25 4.17 -0.44
H: 0.83 -5.66 -1.86
H: -7.36 -4.52 -1.12
H: 1.77 3.04 -0.20
H: 4.25 -0.50 4.24
H: 0.82 -0.29 -7.06
H: 1.98 2.45 2.69
H: 0.53 3.26 1.02
H: -0.84 -5.79 -7.93
H: -7.39 -0.48 1.83
H: -3.53 -2.70 -0.63
H: 0.84 -5.38 5.89
H: 0.93 3.95 -2.92
H: 1.94 -3.06 -4.71
H: -1.81 -6.81 -6.71
H: 3.30 -0.91 2.83
H: -6.11 -5.29 -2.18
H: -3.57 -1.95 -2.30
H: -1.57 3.30 2.13
H: -5.42 7.41 4.63
H: 2.93 5.43 -7.27
H: 0.76 -5.62 4.31
H: 5.27 5.32 1.37
H: 0.59 3.28 3.20
H: -5.78 -2.30 2.87
H: 2.11 3.48 9.05
H: -7.46 -2.21 1.24
H: 3.88 0.77 1.41
H: 4.58 -4.01 3.67
H: -3.79 0.66 1.19
H: 0.80 2.43 8.49
H: 6.87 5.63 0.99
H: -3.11 0.85 -2.53
H: 4.42 -5.76 3.57
H: -2.18 -1.73 -1.32
H: 4.83 -3.11 -0.92
H: 1.34 4.50 -6.87
H: 5.06 0.46 0.07
H: -4.57 -3.60 3.47